1.
The following is a quantum chemistry calculation of a structure of composition C40H37CoO2PSi, from the OMol25 dataset.

```
82
Properties=species:S:1:pos:R:3:forces:R:3
Co 0.1072 0.8948 0.0656 0.48 -0.03 -0.32
P 1.0124 -1.0810 0.0482 -0.23 0.01 0.18
Si -1.9920 -0.0250 -0.1433 -0.04 0.13 0.07
O 3.6547 2.1662 -1.3988 0.02 -0.05 -0.11
O 1.6521 1.2124 -1.2066 -0.18 0.03 0.08
C -0.0095 2.0370 2.2537 0.02 0.05 0.07
C 1.3984 -3.3844 -1.4948 -0.02 0.01 -0.02
C -3.4097 1.1753 0.2428 0.00 -0.04 -0.09
C -0.3389 4.3069 -0.8015 -0.02 0.01 -0.03
C 0.2540 3.5374 0.3445 0.00 0.01 0.04
C 3.6438 3.0820 1.9923 0.07 -0.01 0.00
C 4.8394 -1.8561 1.2673 -0.01 -0.01 0.00
C 2.9198 1.2750 -1.0010 -0.03 0.20 0.34
C 2.8004 -0.9003 0.3809 0.03 -0.15 0.08
C 0.7789 -1.9663 2.6702 -0.01 0.04 0.01
C -4.1607 1.0591 1.4125 0.05 -0.09 0.06
C -1.0120 -4.0000 2.1057 -0.01 -0.01 0.01
C 3.4686 -1.9088 1.0772 0.06 0.01 0.02
C 1.4672 -4.0792 -2.6903 0.01 0.00 -0.01
C -0.5633 2.7662 1.1851 0.01 -0.04 -0.06
C 1.6134 3.6315 0.6304 -0.01 -0.02 -0.01
C 4.9107 0.1963 0.0383 0.02 0.05 -0.02
C -0.4742 -3.2439 1.0738 -0.01 0.01 -0.01
C -0.8985 1.2980 3.2159 -0.05 0.03 -0.02
C 0.2428 -2.7202 3.7003 -0.01 0.00 0.03
C -2.6420 -1.5669 -4.5334 0.01 0.00 -0.04
C -2.8942 -2.3956 -3.4515 -0.01 -0.03 -0.01
C 0.4319 -2.2230 1.3440 0.03 -0.06 -0.03
C -2.1984 -0.2695 -4.3163 -0.02 0.01 -0.05
C 1.3671 2.1037 2.4590 -0.07 0.04 0.05
C -5.1484 1.9784 1.7370 -0.05 0.03 0.04
C 5.5652 -0.7957 0.7471 0.00 0.03 -0.01
C -5.4172 3.0378 0.8847 -0.02 0.03 -0.01
C 0.8727 -2.0811 -3.8881 0.01 0.02 0.00
C -0.6559 -3.7409 3.4195 0.00 -0.01 0.01
C -3.7152 2.2391 -0.6109 0.03 0.01 -0.03
C 2.1819 2.9361 1.6898 -0.08 -0.03 -0.04
C 1.0409 -2.0364 -1.4888 0.01 -0.05 -0.09
C -2.0037 0.1876 -3.0232 -0.01 0.07 0.04
C 1.1963 -3.4276 -3.8871 0.01 -0.05 -0.03
C 3.5334 0.1594 -0.1536 0.04 0.07 -0.16
C -2.7106 -1.9235 -2.1594 0.01 0.02 0.05
C -4.7020 3.1611 -0.2991 -0.02 0.01 -0.01
C -2.2623 -0.6236 -1.9159 0.00 -0.08 0.08
C 0.7996 -1.3827 -2.6920 0.02 -0.07 -0.03
H 1.7388 -5.1269 -2.6891 0.00 0.00 0.00
H -1.6177 1.1926 -2.8791 0.01 0.01 0.01
H -0.6170 5.3147 -0.4849 0.02 0.00 0.00
H -1.0275 1.8833 4.1294 0.01 0.00 0.00
H 0.6751 -1.5659 -4.8185 0.00 -0.01 -0.01
H -2.9226 -2.5789 -1.3213 0.00 -0.01 0.00
H -6.1858 3.7580 1.1342 -0.01 0.00 0.00
H -0.4758 0.3346 3.4933 0.03 -0.06 0.02
H -3.1793 2.3489 -1.5475 0.02 0.00 -0.01
H 2.9186 -2.7483 1.4796 -0.01 -0.01 -0.01
H -3.2380 -3.4098 -3.6135 0.00 0.00 0.00
H -1.2399 3.8219 -1.1750 -0.02 0.00 0.00
H 1.4864 -1.1768 2.8978 -0.02 0.03 0.00
H 3.8817 4.1251 2.2081 -0.01 0.00 0.02
H 0.5787 -0.3270 -2.6915 -0.01 0.01 0.00
H -1.9930 0.3822 -5.1568 0.00 0.00 0.00
H 2.2522 4.2219 -0.0156 0.00 0.00 -0.01
H 6.6378 -0.7482 0.8825 0.01 0.00 0.01
H -3.9772 0.2255 2.0831 0.01 0.01 0.01
H 0.5282 -2.5119 4.7236 0.00 0.00 0.00
H -2.7844 -1.9310 -5.5431 -0.01 0.00 0.00
H -1.8860 1.1315 2.7884 0.02 0.00 0.00
H -1.0773 -4.3299 4.2235 0.00 -0.01 0.00
H -2.2826 -1.2036 0.7248 -0.04 0.02 -0.02
H -1.7166 -4.7897 1.8793 0.00 0.00 0.00
H 1.2496 -3.9718 -4.8215 0.00 -0.01 0.00
H -0.7742 -3.4470 0.0539 0.00 0.01 -0.02
H -4.9186 3.9723 -0.9833 0.00 0.01 0.01
H 0.3769 4.3909 -1.6182 0.01 -0.01 0.00
H 4.2469 2.7847 1.1349 0.00 -0.02 -0.04
H 1.8069 1.5430 3.2779 -0.01 -0.01 0.00
H 5.3355 -2.6473 1.8145 0.01 0.00 0.00
H -5.7127 1.8646 2.6543 0.00 -0.01 0.00
H 5.4492 1.0254 -0.4019 0.00 -0.01 0.01
H -1.6375 2.7971 1.0599 -0.03 0.00 0.01
H 3.9329 2.4797 2.8529 0.01 -0.01 -0.01
H 1.6240 -3.8933 -0.5659 0.00 -0.01 0.00
```
Forces are in eV/Å.

The calculated total energy comes out at -3710.5933 a.u. The spin multiplicity is 2. The max |F| comes out at 0.58 eV Å⁻¹. The relative energy (zero: lowest compared OMol25 entry of this formula, charge and spin) is 20.99 kJ/mol. The value obtained for the LUMO energy (alpha / beta) is -0.522 / 0.324 eV. As for the expectation value of S²: 0.9019. The net charge is 0. The HOMO-LUMO gap (alpha / beta) comes out at 7.55 / 8.27 eV. Its highest occupied orbital energy (alpha / beta) is -8.069 / -7.945 eV.

Atomic partial charges in e from the Mulliken method, atoms 1 to 5: number 1, Co, carries 0.68; number 2, P, carries 2.13; number 3, Si, carries 0.67; number 4, O, carries -0.79; number 5, O, carries -0.48

2.
The following is a quantum chemistry calculation of a structure of composition C21H29N10O2SSbTi at a distorted geometry, from the OMol25 dataset.

```
65
Properties=species:S:1:pos:R:3:forces:R:3
Sb -0.2799 -4.0640 -0.7135 -0.03 -0.03 -0.01
Ti -0.0022 -0.9045 0.4561 1.58 -0.70 0.15
S -0.5102 3.0994 -1.4702 -0.08 0.22 -0.13
O -1.7815 -0.4588 -0.6174 -0.36 0.14 0.14
O -3.1316 0.3049 0.9188 -0.01 0.15 -0.19
N 0.7827 -1.2912 -1.5734 -0.33 0.00 0.05
N 1.6096 -2.3931 1.0309 -0.09 -0.02 0.01
N -1.2989 -2.2687 1.6118 -0.10 0.11 -0.26
N -0.9283 0.9286 0.8336 -0.29 0.14 0.02
N 1.2538 2.3971 1.1500 0.06 -0.04 0.09
N 0.0525 2.7727 1.7635 0.06 0.01 0.06
N -2.0607 4.4897 -3.1042 0.00 -0.01 0.01
N -2.0516 0.2827 0.3607 -0.46 0.12 -0.02
N -2.2384 2.6529 1.7672 -0.01 0.03 0.07
N 0.0093 5.3815 -2.7365 -0.02 0.01 0.09
C 2.6549 -2.1422 1.8263 0.00 0.02 -0.01
C 1.2469 -0.6287 -3.8024 0.02 0.01 -0.02
C 0.1654 -2.3973 -2.0363 0.00 -0.15 0.01
C 0.0298 -2.6432 -3.3872 0.06 0.06 0.00
C -1.0711 2.1133 1.4551 -0.12 -0.03 -0.02
C 3.5738 -3.1378 2.1493 0.02 0.04 0.02
C 3.4092 -4.4067 1.6415 -0.03 -0.03 -0.03
C -1.9892 -2.0292 2.7330 0.04 0.03 -0.04
C 2.3182 -4.6630 0.8144 0.04 0.01 0.02
C -0.2295 6.5355 -3.5879 0.01 0.00 -0.02
C -3.4619 -3.8545 2.2554 -0.01 -0.01 -0.02
C 1.3403 -0.4272 -2.4270 -0.03 0.02 0.07
C -1.6310 -3.3143 0.8226 0.06 -0.04 -0.04
C -3.0786 -2.8217 3.0825 -0.01 -0.01 0.03
C 1.4379 -3.6389 0.5308 -0.04 0.06 0.01
C -2.7153 -4.1187 1.1090 0.00 0.04 0.07
C 0.5677 -1.7243 -4.2869 -0.02 0.00 -0.02
C 2.8164 -0.7511 2.3626 0.02 -0.01 0.01
C -0.8729 4.4122 -2.4957 -0.01 -0.04 -0.02
C -1.5534 -0.8849 3.5986 -0.01 0.00 0.02
C 2.0825 0.7385 -1.8548 0.03 -0.04 -0.05
H 2.8631 -0.7604 3.4521 0.00 0.01 0.00
H -0.4716 -3.5346 -3.7395 0.01 -0.01 -0.01
H -2.3024 3.6151 2.0550 0.02 0.00 -0.01
H -2.2911 -0.0809 3.5737 0.01 0.01 0.00
H 2.0137 2.5901 1.7899 -0.01 0.00 0.02
H 1.7127 1.6754 -2.2706 0.02 -0.03 0.02
H 3.7440 -0.3067 1.9978 0.00 0.00 0.00
H -0.5879 -0.4889 3.2780 0.01 -0.01 0.01
H -2.7186 3.7447 -2.9611 0.00 0.00 0.00
H -3.6167 -2.6145 3.9975 0.01 0.01 0.00
H -3.0842 2.1181 1.6381 0.02 0.00 -0.01
H 0.4714 -1.8810 -5.3532 0.00 -0.01 0.00
H -1.4549 -1.2086 4.6347 -0.01 0.01 0.00
H 1.7044 0.0837 -4.4753 0.01 0.00 0.01
H 1.9742 0.7767 -0.7695 0.00 0.01 0.00
H -2.9717 -4.9475 0.4628 0.01 -0.01 0.01
H -1.0199 7.1727 -3.1865 0.00 -0.01 0.00
H -0.0557 3.7348 2.0573 -0.01 -0.02 0.01
H -0.4875 6.2254 -4.6018 0.01 0.00 0.00
H -4.3188 -4.4661 2.5050 0.00 0.00 -0.01
H 4.4081 -2.9019 2.7961 -0.01 0.01 0.00
H 0.8754 5.3136 -2.2316 0.01 -0.02 -0.04
H 1.9916 -0.1017 2.0570 0.00 0.01 0.00
H 3.1454 0.6493 -2.0869 0.01 0.00 0.00
H 2.1595 -5.6498 0.4004 0.01 -0.01 0.01
H 4.1142 -5.1912 1.8825 0.00 -0.01 -0.01
H 1.3604 2.9307 0.2868 -0.03 0.01 -0.02
H 0.6847 7.1181 -3.6423 -0.01 0.01 0.00
H -2.3061 5.2406 -3.7266 0.00 0.00 -0.01
```
Forces are in eV/Å.

The calculated total energy comes out at -3003.0581 a.u. The spin multiplicity is 3. The max |F| comes out at 1.74 eV Å⁻¹. The relative energy (zero: lowest compared OMol25 entry of this formula, charge and spin) is 68.29 kJ/mol. The value obtained for the LUMO energy (alpha / beta) is -5.558 / -5.635 eV. As for the expectation value of S²: 2.0076. The net charge is +2. The HOMO-LUMO gap (alpha / beta) comes out at 6.83 / 7.62 eV. Its highest occupied orbital energy (alpha / beta) is -12.389 / -13.258 eV.

Atomic partial charges in e from the Mulliken method, atoms 1 to 5: number 1, Sb, carries 0.88; number 2, Ti, carries 0.08; number 3, S, carries -0.38; number 4, O, carries -0.64; number 5, O, carries -0.77

3.
The following is a quantum chemistry calculation of a structure of composition C10H22BF4GdIN6O2 at a distorted geometry, from the OMol25 dataset.

```
47
Properties=species:S:1:pos:R:3:forces:R:3
Gd 9.1023 10.3445 7.9377 -0.25 0.01 0.26
I 11.3597 11.4732 9.8983 -0.36 -0.03 -0.16
F 7.0621 8.0157 4.8300 -0.09 0.37 0.38
F 9.1667 7.2414 4.6017 0.34 0.08 0.58
F 8.5466 8.4375 6.5647 0.22 -0.23 -0.84
F 8.8131 9.4911 4.4789 -0.16 -0.24 0.72
O 11.1441 9.1634 7.2956 -0.46 0.35 0.03
O 8.8777 12.1311 6.7422 0.66 0.39 -0.19
N 8.0019 4.4284 8.9080 0.47 1.72 1.25
N 6.5279 10.2564 7.1469 0.76 -1.10 -0.57
N 11.7606 7.2198 6.3621 -0.09 -1.10 0.10
N 8.3272 6.4402 10.3787 -0.05 0.40 -0.65
N 7.8313 12.0023 9.3551 -1.15 0.43 -0.86
N 7.8498 8.8274 9.8166 0.94 -2.32 -0.04
C 12.0892 6.4189 5.1817 0.52 0.59 0.35
C 5.3162 10.4764 7.9468 0.51 0.68 -0.49
C 11.3773 6.4949 7.5583 0.42 0.80 2.19
C 8.0861 7.6665 10.0062 -0.52 1.33 -0.12
C 6.4454 11.8172 9.8054 -0.11 -0.18 0.70
C 5.3937 11.8055 8.7253 -0.07 -1.23 -1.07
C 11.5513 8.5200 6.3193 0.94 1.15 -1.19
C 8.1635 5.3961 9.5625 -0.50 -0.81 -0.84
C 11.9424 9.2596 5.0220 -0.61 -0.93 -0.39
C 9.7536 13.1682 6.3764 -0.14 -0.73 -2.27
B 8.3979 8.2925 5.1011 -0.22 -0.10 -0.89
H 11.4466 8.8103 4.1330 0.37 0.17 0.64
H 12.1638 5.7942 7.9217 -0.60 0.15 -0.81
H 5.5851 12.5884 7.9863 -0.29 0.28 0.14
H 11.3143 7.2314 8.4013 0.09 -0.48 -0.83
H 5.2567 9.6284 8.6651 -0.21 0.50 -0.59
H 10.3933 13.5422 7.1224 1.08 -0.08 1.51
H 8.5004 11.9110 10.1017 0.17 0.53 0.49
H 6.4332 9.3246 6.7325 0.28 0.13 0.22
H 12.6602 7.0201 4.4683 -0.12 -0.17 0.18
H 13.0157 9.3514 4.8351 -0.01 -0.43 0.27
H 4.4604 10.5283 7.2411 0.01 -0.28 0.72
H 11.5733 10.2504 5.0867 -0.46 0.95 0.25
H 9.2221 14.0701 6.0832 -0.70 0.12 -0.26
H 6.6878 10.8367 6.3140 -0.60 0.36 0.61
H 6.1510 12.5732 10.5248 0.13 0.45 0.28
H 7.8851 12.9098 8.8613 0.55 -0.82 0.53
H 10.4050 12.9324 5.4630 -0.73 -0.02 1.07
H 10.3806 6.0605 7.5412 0.06 -0.41 -0.50
H 6.3835 10.8790 10.3380 0.15 -0.38 0.15
H 12.7427 5.6123 5.5284 -0.37 -0.12 -0.26
H 4.3850 11.8655 9.1420 0.18 0.69 0.26
H 11.1669 6.1012 4.7087 -0.01 -0.42 -0.06
```
Forces are in eV/Å.

The calculated total energy comes out at -2361.3935 a.u. The spin multiplicity is 8. The max |F| comes out at 2.51 eV Å⁻¹. The relative energy (zero: lowest compared OMol25 entry of this formula, charge and spin) is 36.22 kJ/mol. The value obtained for the LUMO energy (alpha / beta) is 2.530 / 0.057 eV. As for the expectation value of S²: 16.0413. The net charge is -1. The HOMO-LUMO gap (alpha / beta) comes out at 8.27 / 5.78 eV. Its highest occupied orbital energy (alpha / beta) is -5.739 / -5.719 eV.

Atomic partial charges in e from the Mulliken method, atoms 1 to 5: number 1, Gd, carries 0.98; number 2, I, carries -0.55; number 3, F, carries -0.36; number 4, F, carries -0.30; number 5, F, carries -0.35